Entry 1:
DFT (ωB97M-V/def2-TZVPD) results for 2 unconnected molecules or ions with the total composition C8H12F4NO at a distorted geometry.

The value obtained for the gap between HOMO and LUMO (spin up / spin down) is 9.65 / 7.89 eV. Its charge is +1. Its HOMO energy (spin up / spin down) is -13.943 / -13.232 eV. As for the LUMO energy (spin up / spin down): -4.298 / -5.338 eV. Its calculated total energy is -841.0205 a.u. The value obtained for the molar mass is 214.18 g/mol.

Last column: natural (NBO) charge in e.
Atoms and positions in Å:
F  -3.740  2.546  -1.506  -0.310
F  -1.751  2.563  -0.437  -0.305
F  -3.146  1.059  -0.043  -0.304
F  -1.208  1.617  -3.027  -0.315
O  0.860  -2.266  2.171  -0.496
N  0.561  -0.097  0.315  -0.369
C  1.503  -0.002  1.447  -0.319
C  0.787  0.366  -0.826  0.601
C  -2.072  0.990  -2.152  0.183
C  -0.278  -2.173  1.339  -0.082
C  -0.619  -0.724  0.786  -0.254
C  1.667  1.037  -1.746  -0.776
C  -2.666  1.808  -1.016  0.887
C  1.964  -1.460  1.684  -0.104
H  -0.998  -0.053  1.570  0.237
H  2.504  0.532  1.482  0.275
H  2.521  0.296  -2.047  0.303
H  0.912  0.293  2.419  0.255
H  -2.464  0.012  -2.491  0.200
H  2.537  -1.789  0.844  0.189
H  1.119  1.407  -2.656  0.311
H  -1.149  -2.564  1.922  0.235
H  -1.274  -0.751  -0.089  0.239
H  -0.154  -2.826  0.404  0.180
H  2.559  -1.679  2.691  0.256
H  2.025  1.860  -1.040  0.285

Entry 2:
DFT (ωB97M-V/def2-TZVPD) results for a molecular structure, C8H12FO4Tl at a distorted geometry.

The value obtained for the gap between HOMO and LUMO (spin up / spin down) is 7.61 / 3.51 eV. Its charge is +1. Its HOMO energy (spin up / spin down) is -12.426 / -12.424 eV. As for the LUMO energy (spin up / spin down): -4.817 / -8.912 eV. As for the spin multiplicity: 2. Its calculated total energy is -884.9599 a.u. The expectation value of S² is 0.76. The value obtained for the molar mass is 395.56 g/mol.

Last column: Mulliken spin population.
Atoms and positions in Å:
Tl  -0.703  -1.948  -3.373  -0.007
F  0.326  -0.521  -1.176  0.864
O  -1.983  0.785  -2.621  0.111
O  1.774  -2.861  3.772  0.001
O  4.094  -2.879  3.317  0.000
O  -2.786  2.818  -2.613  0.010
C  -1.870  1.906  -2.292  -0.005
C  2.925  -2.953  2.904  0.000
C  -0.860  2.465  -1.267  0.018
C  2.392  -3.294  1.485  0.001
C  -2.408  4.155  -2.127  0.001
C  0.631  -2.855  2.985  -0.001
C  -1.021  3.913  -1.602  -0.002
C  0.927  -2.821  1.493  0.006
H  -0.711  4.606  -0.820  0.002
H  -2.544  4.760  -3.024  0.000
H  -2.966  4.572  -1.288  0.000
H  -1.101  2.147  -0.252  0.001
H  0.296  -3.582  1.035  0.000
H  0.109  2.035  -1.521  -0.003
H  -0.523  4.301  -2.491  0.000
H  0.135  -1.903  3.173  0.001
H  0.756  -1.887  0.957  0.001
H  2.363  -4.381  1.559  0.000
H  2.821  -2.928  0.552  0.000
H  -0.073  -3.649  3.236  0.001

Entry 3:
DFT (ωB97M-V/def2-TZVPD) results for a molecular structure, C8H12FeO8 at a distorted geometry.

The value obtained for the gap between HOMO and LUMO (spin up / spin down) is 2.83 / 2.81 eV. Its charge is -2. Its HOMO energy (spin up / spin down) is 1.714 / 1.725 eV. As for the LUMO energy (spin up / spin down): 4.540 / 4.535 eV. For the energy above the lowest of the compared OMol25 structures with the same formula, charge and spin, the calculation gives 326.30 kcal per mole. As for the spin multiplicity: 5. Its calculated total energy is -2177.3503 a.u. The expectation value of S² is 6.06. The value obtained for the molar mass is 292.02 g/mol.

Last column: Mulliken spin population.
Atoms and positions in Å:
Fe  -6.524  20.538  7.206  3.697
O  -5.229  19.652  5.746  0.016
O  -9.812  21.433  7.493  0.020
O  -7.913  18.569  9.631  0.045
O  -4.900  21.932  7.154  0.015
O  -8.026  21.628  8.315  0.069
O  -8.032  21.634  6.300  0.053
O  -7.692  18.763  7.765  0.095
O  -6.114  19.089  8.686  0.050
C  -7.092  18.364  8.769  -0.027
C  -8.709  21.933  7.285  -0.014
C  -4.480  18.734  5.551  -0.036
C  -4.579  24.121  8.027  0.002
C  -5.047  17.328  5.485  -0.002
C  -4.555  23.068  6.966  0.018
C  -3.952  23.521  5.687  -0.001
C  -2.952  18.928  5.491  0.005
H  -2.471  19.562  6.236  -0.002
H  -4.230  16.692  5.825  -0.001
H  -5.976  17.213  6.045  0.000
H  -2.724  19.350  4.513  -0.003
H  -5.450  24.020  8.673  0.001
H  -2.394  18.002  5.625  0.000
H  -4.376  25.106  7.604  0.000
H  -4.415  23.020  4.837  0.001
H  -3.665  23.968  8.600  0.001
H  -3.985  24.607  5.592  0.000
H  -2.907  23.211  5.671  0.001
H  -5.320  16.953  4.499  -0.003

Entry 4:
DFT (ωB97M-V/def2-TZVPD) results for a molecular structure, C8H12HgO5 at a distorted geometry.

The value obtained for the gap between HOMO and LUMO (spin up / spin down) is 7.62 / 3.70 eV. Its charge is +1. Its HOMO energy (spin up / spin down) is -11.015 / -11.015 eV. As for the LUMO energy (spin up / spin down): -3.391 / -7.313 eV. For the energy above the lowest of the compared OMol25 structures with the same formula, charge and spin, the calculation gives 0.00 kcal per mole. As for the spin multiplicity: 2. Its calculated total energy is -841.2785 a.u. The expectation value of S² is 0.75. The value obtained for the molar mass is 388.77 g/mol.

Last column: Mulliken spin population.
Atoms and positions in Å:
Hg  5.623  -0.698  -1.579  0.956
O  -5.532  -1.753  -0.756  0.000
O  1.152  0.812  -1.662  -0.004
O  -3.671  -1.192  0.023  0.000
O  3.219  0.234  -1.922  0.032
O  4.253  -0.954  0.382  0.017
C  -1.016  0.385  -0.817  0.000
C  2.336  0.545  -1.138  -0.003
C  3.122  -0.371  1.095  0.019
C  -2.805  -0.390  0.836  0.000
C  0.041  1.183  -0.913  0.000
C  2.632  0.855  0.350  -0.007
C  -4.953  -0.975  0.133  0.000
C  -2.197  0.754  0.034  0.000
H  3.407  1.637  0.351  -0.002
H  2.331  -1.132  1.151  0.002
H  -3.394  0.006  1.672  0.000
H  4.585  -1.722  0.858  -0.013
H  -2.030  -1.061  1.227  0.000
H  -1.036  -0.551  -1.382  0.000
H  -2.989  1.191  -0.594  0.000
H  -6.487  -1.637  -0.694  0.000
H  -1.899  1.529  0.754  0.000
H  0.140  2.128  -0.379  0.000
H  1.749  1.251  0.861  0.000
H  3.419  -0.073  2.108  0.001

Entry 5:
DFT (ωB97M-V/def2-TZVPD) results for 2 unconnected molecules or ions with the total composition C8H12IN2 at a distorted geometry.

The value obtained for the gap between HOMO and LUMO (spin up / spin down) is 4.22 / 2.92 eV. Its charge is +1. Its HOMO energy (spin up / spin down) is -10.172 / -9.695 eV. As for the LUMO energy (spin up / spin down): -5.953 / -6.771 eV. For the energy above the lowest of the compared OMol25 structures with the same formula, charge and spin, the calculation gives 146.88 kcal per mole. Its calculated total energy is -718.6423 a.u. The value obtained for the molar mass is 263.10 g/mol.

Last column: natural (NBO) charge in e.
Atoms and positions in Å:
I  3.065  -1.227  -1.042  0.487
N  -1.760  -0.505  0.408  -0.235
N  -1.654  0.855  0.381  -0.177
C  -0.884  0.313  -3.165  -0.657
C  -0.617  -1.372  0.153  -0.142
C  -1.386  1.356  -0.842  0.067
C  -1.922  1.567  1.559  -0.398
C  -1.152  0.279  -1.723  -0.166
C  -1.187  -0.844  -0.921  0.198
C  3.005  -0.742  2.054  -0.746
C  2.609  -1.611  0.908  -0.153
H  -1.869  0.331  -3.851  0.249
H  2.163  -2.565  1.209  0.217
H  2.320  -0.859  2.964  0.278
H  -0.473  -0.639  -3.571  0.238
H  -2.997  1.740  1.777  0.228
H  -1.411  0.881  2.334  0.223
H  -1.549  2.330  -1.224  0.247
H  4.082  -1.203  2.428  0.309
H  -0.155  1.151  -3.576  0.241
H  0.005  -1.991  0.708  0.219
H  -1.412  2.476  1.342  0.218
H  3.179  0.279  1.690  0.256

Entry 6:
DFT (ωB97M-V/def2-TZVPD) results for C8H12N2 in the gas phase at a distorted geometry.

The value obtained for the gap between HOMO and LUMO is 9.45 eV. Its HOMO energy is -8.574 eV. As for the LUMO energy: 0.878 eV. For the energy above the lowest of the compared OMol25 structures with the same formula, charge and spin, the calculation gives 66.08 kcal per mole. As for the SMILES: [H]/N=N\[C@@]12CC[C@H]3C[C@@H]1[C@@H]2C3. Its calculated total energy is -421.4549 a.u. The value obtained for the molar mass is 136.20 g/mol.

Last column: natural (NBO) charge in e.
Atoms and positions in Å:
N  2.366  -0.346  -0.140  -0.098
N  3.261  0.405  0.228  -0.358
C  -1.053  1.341  -0.068  -0.387
C  -1.524  -0.089  0.201  -0.217
C  -0.692  -0.704  1.333  -0.407
C  0.461  1.382  -0.349  -0.440
C  0.603  -1.065  0.627  -0.183
C  0.293  -1.209  -0.831  -0.208
C  -1.185  -0.961  -1.015  -0.404
C  1.050  -0.006  -0.344  0.037
H  -1.292  1.970  0.789  0.209
H  0.804  -1.930  -1.448  0.238
H  -1.598  1.736  -0.926  0.208
H  -2.592  -0.088  0.427  0.217
H  1.305  -1.692  1.147  0.251
H  -1.164  -1.607  1.722  0.214
H  0.967  1.986  0.411  0.212
H  -1.419  -0.462  -1.956  0.209
H  0.663  1.841  -1.320  0.223
H  3.010  1.414  0.337  0.260
H  -1.726  -1.909  -0.983  0.215
H  -0.541  -0.008  2.158  0.208

Entry 7:
DFT (ωB97M-V/def2-TZVPD) results for C8H12N2 in the gas phase at a distorted geometry.

The value obtained for the gap between HOMO and LUMO is 9.15 eV. Its HOMO energy is -8.333 eV. As for the LUMO energy: 0.813 eV. For the energy above the lowest of the compared OMol25 structures with the same formula, charge and spin, the calculation gives 60.31 kcal per mole. As for the SMILES: CC(C)=C(C)n1ccnc1. Its calculated total energy is -421.4641 a.u. The value obtained for the molar mass is 136.20 g/mol.

Last column: natural (NBO) charge in e.
Atoms and positions in Å:
N  0.161  -0.097  -1.597  -0.361
N  1.633  -1.018  -3.042  -0.450
C  0.413  0.314  0.825  0.067
C  -0.184  0.220  -2.853  -0.116
C  1.204  -0.939  -1.755  0.133
C  0.779  -0.313  -3.712  -0.078
C  1.662  1.052  0.732  -0.668
C  -0.169  -0.226  2.098  -0.651
C  -0.411  -0.047  -0.295  0.152
C  -1.721  -0.716  -0.128  -0.666
H  -1.150  0.207  2.305  0.227
H  -2.400  0.015  0.273  0.226
H  -2.080  -0.824  -1.113  0.229
H  0.800  -0.400  -4.801  0.205
H  -1.655  -1.665  0.409  0.224
H  1.796  -1.108  -0.876  0.189
H  1.568  1.913  1.294  0.225
H  0.579  -0.119  2.829  0.220
H  1.844  1.267  -0.277  0.233
H  -1.033  0.814  -3.187  0.216
H  -0.367  -1.252  1.815  0.219
H  2.592  0.510  0.896  0.226

Entry 8:
DFT (ωB97M-V/def2-TZVPD) results for 2 unconnected molecules or ions with the total composition C8H12N2O at a distorted geometry.

The value obtained for the gap between HOMO and LUMO is 10.04 eV. Its HOMO energy is -9.254 eV. As for the LUMO energy: 0.786 eV. For the energy above the lowest of the compared OMol25 structures with the same formula, charge and spin, the calculation gives 64.86 kcal per mole. As for the SMILES: CNC(C)=O.c1ccncc1. Its calculated total energy is -496.6892 a.u. The value obtained for the molar mass is 152.20 g/mol.

Last column: natural (NBO) charge in e.
Atoms and positions in Å:
O  -2.122  -0.612  -0.751  -0.611
N  -4.138  0.038  0.084  -0.655
N  3.298  1.269  -0.298  -0.426
C  -2.774  0.245  -0.209  0.672
C  3.078  -0.977  0.880  -0.260
C  2.750  0.404  0.710  0.018
C  -2.119  1.463  0.395  -0.698
C  4.912  -0.427  -0.654  -0.279
C  -5.009  -0.970  -0.469  -0.409
C  4.298  0.761  -1.122  0.055
C  4.262  -1.305  0.132  -0.173
H  -2.891  2.252  0.736  0.208
H  -5.966  -0.315  -0.901  0.181
H  4.668  1.296  -1.936  0.199
H  4.825  -2.189  0.504  0.215
H  5.832  -0.813  -0.972  0.214
H  -4.677  0.678  0.816  0.392
H  2.514  -1.554  1.591  0.232
H  2.221  1.030  1.620  0.204
H  -5.335  -1.658  0.295  0.197
H  -4.559  -1.507  -1.377  0.236
H  -1.478  1.009  1.332  0.245
H  -1.590  1.881  -0.406  0.241